This record from the Open Molecules 2025 dataset describes a structure of composition C56H35F12N3O5PTi. The level of theory is ωB97M-V with the def2-TZVPD basis set.

Geometry as ORCA input:
```
! wB97M-V def2-TZVPD RIJCOSX def2/J DEFGRID3
* xyz 1 1
Ti -1.203 -1.315 -0.544
O -4.848 0.434 0.552
C -3.773 0.138 0.026
N -3.075 -1.051 0.307
C -3.462 -1.768 1.454
O -4.534 -1.992 1.988
C -2.258 -2.250 2.158
C -2.318 -2.981 3.318
C -1.161 -3.672 3.745
C 0.032 -3.451 3.018
C 0.034 -2.459 2.064
N -1.118 -1.997 1.488
C -3.103 0.895 -0.970
C -3.828 1.670 -1.845
C -3.172 2.401 -2.840
C -1.776 2.274 -2.918
C -1.087 1.452 -2.022
N -1.772 0.641 -1.169
H -3.239 -3.005 3.869
H -1.165 -4.434 4.525
H 0.965 -3.914 3.266
H 0.966 -2.034 1.726
H -4.918 1.730 -1.755
H -3.758 3.016 -3.512
H -1.174 2.740 -3.681
H 0.001 1.272 -2.077
O -1.159 -1.400 -2.651
C -0.963 -2.740 -3.317
C -0.736 -3.748 -2.129
O -0.485 -4.914 -2.392
O -0.851 -3.178 -0.974
C 0.201 -2.676 -4.208
C 0.630 -3.875 -4.781
C 1.729 -3.866 -5.652
C 2.289 -2.682 -6.115
C 1.836 -1.459 -5.533
C 0.871 -1.482 -4.545
C -2.198 -3.092 -4.168
C -2.682 -2.079 -5.008
C -3.863 -2.248 -5.704
C -4.694 -3.366 -5.481
C -4.149 -4.423 -4.693
C -2.867 -4.314 -4.136
H -1.711 -0.837 -3.219
H 0.157 -4.830 -4.525
H 2.101 -4.828 -5.979
H 2.954 -2.632 -6.964
H 2.225 -0.482 -5.872
H 0.581 -0.597 -4.036
H -2.027 -1.265 -5.234
H -4.199 -1.448 -6.342
H -5.719 -3.476 -5.837
H -4.694 -5.345 -4.581
H -2.433 -5.159 -3.586
F -1.165 0.514 8.702
C 0.001 0.772 8.111
F 0.623 1.714 8.883
F 0.786 -0.360 8.277
C -0.134 1.247 6.708
C 0.577 2.327 6.192
C 0.548 2.612 4.849
C -0.292 1.872 4.010
C -1.051 0.848 4.604
C -0.956 0.494 5.951
P -0.393 2.080 2.212
C 1.325 2.532 1.751
C 2.448 1.900 2.278
C 3.669 1.925 1.659
C 3.796 2.511 0.408
C 2.719 3.177 -0.128
C 1.523 3.212 0.534
C 5.101 2.397 -0.300
F 5.254 1.296 -1.107
F 6.108 2.328 0.611
F 5.327 3.477 -1.061
C -1.208 3.723 2.045
C -2.563 3.630 1.961
C -3.341 4.743 1.657
C -2.773 5.984 1.739
C -1.389 6.126 1.964
C -0.603 5.002 2.084
C -3.576 7.210 1.439
F -3.816 7.979 2.554
F -4.798 6.978 0.955
F -3.001 8.089 0.591
H 1.070 2.972 6.977
H 1.171 3.432 4.460
H -1.709 0.299 3.934
H -1.401 -0.400 6.434
H 2.381 1.436 3.267
H 4.504 1.395 2.102
H 2.764 3.735 -1.063
H 0.715 3.725 0.039
H -3.059 2.631 2.027
H -4.405 4.625 1.432
H -0.979 7.142 2.117
H 0.466 5.113 2.220
F 7.517 -2.853 0.811
C 7.019 -2.915 -0.462
F 7.715 -2.007 -1.272
F 7.228 -4.202 -1.001
C 5.575 -2.575 -0.450
C 4.939 -2.134 -1.614
C 3.671 -1.567 -1.593
C 2.964 -1.520 -0.350
C 3.559 -2.098 0.798
C 4.852 -2.606 0.734
C 1.668 -0.972 -0.370
C 0.492 -0.596 -0.231
H 5.537 -1.999 -2.519
H 3.253 -1.152 -2.480
H 3.040 -2.073 1.763
H 5.303 -3.076 1.646
*
```

Values from the calculation:
**Energy**: -5084.5728 Eh
**E_LUMO**: -4.528 eV
**HOMO level**: -11.3 eV
**Energy relative to the best compared isomer or geometry (same formula, charge and spin)**: 0.0 kJ/mol
**M**: 1136.729 g mol⁻¹
**Frontier orbital gap**: 0.2476 Eh

This record from the Open Molecules 2025 dataset describes a cluster of 2 separate species, CH3ClO2 in total. The level of theory is ωB97M-V with the def2-TZVPD basis set.

Geometry as ORCA input:
```
! wB97M-V def2-TZVPD RIJCOSX def2/J DEFGRID3
* xyz 0 1
H -0.141 0.058 -0.214
C 0.523 -0.236 0.735
O 0.122 -0.251 1.957
Cl 1.322 -1.764 0.235
H 1.293 0.454 1.136
O -1.845 1.014 -2.298
H -1.273 0.725 -1.551
*
```

Values from the calculation:
**Energy**: -650.3670 Eh
**E_LUMO (alpha / beta)**: -2.357 / -2.157 eV
**HOMO level (alpha / beta)**: -11.2 / -11.4 eV
**Energy relative to the best compared isomer or geometry (same formula, charge and spin)**: 494.5 kJ/mol
**M**: 82.486 g mol⁻¹
**Frontier orbital gap (alpha / beta)**: 0.3238 / 0.3379 Eh

This record from the Open Molecules 2025 dataset describes the ion C2H2N2PS with charge -1. The level of theory is ωB97M-V with the def2-TZVPD basis set.

Geometry as ORCA input:
```
! wB97M-V def2-TZVPD RIJCOSX def2/J DEFGRID3
* xyz -1 1
C -0.881 0.143 -0.385
C -0.263 1.312 0.555
N -2.130 -0.163 -0.415
N -0.096 2.016 -0.424
P -3.450 0.684 -0.045
S -4.832 -0.681 0.262
H -0.220 -0.313 -1.070
H -0.205 1.200 1.617
*
```

Values from the calculation:
**Energy**: -926.4382 Eh
**E_LUMO (alpha / beta)**: 3.974 / 3.974 eV
**HOMO level (alpha / beta)**: -2.9 / -2.9 eV
**Energy relative to the best compared isomer or geometry (same formula, charge and spin)**: 231.7 kJ/mol
**M**: 117.093 g mol⁻¹
**Frontier orbital gap (alpha / beta)**: 0.2541 / 0.2542 Eh

This record from the Open Molecules 2025 dataset describes a cluster of 2 separate species, C4H13NO3P in total. The level of theory is ωB97M-V with the def2-TZVPD basis set.

Geometry as ORCA input:
```
! wB97M-V def2-TZVPD RIJCOSX def2/J DEFGRID3
* xyz -1 1
C 1.731 -0.878 0.006
C 0.452 -0.806 1.046
C -0.433 0.576 0.802
C -1.567 0.176 -0.359
P -2.912 -1.006 0.410
H 1.406 -1.624 -0.865
H 2.651 -1.326 0.575
H 2.005 0.141 -0.499
H 0.817 -0.849 2.174
H -0.169 -1.795 0.868
H 0.282 1.423 0.360
H -0.942 0.983 1.786
H -0.941 -0.390 -1.202
H -2.073 1.146 -0.832
H -2.122 -2.115 -0.120
H -3.953 -0.475 -0.432
H -2.650 -0.433 1.727
H -3.773 -1.992 1.023
N 3.047 2.311 -1.617
O 4.135 1.927 -1.155
O 2.231 2.892 -0.882
O 2.775 2.113 -2.812
*
```

Values from the calculation:
**Energy**: -781.7946 Eh
**E_LUMO**: 3.032 eV
**HOMO level**: -4.2 eV
**Energy relative to the best compared isomer or geometry (same formula, charge and spin)**: 37.2 kJ/mol
**M**: 154.126 g mol⁻¹
**Frontier orbital gap**: 0.2652 Eh

This record from the Open Molecules 2025 dataset describes a structure of composition C38H34N9O8S2Y. The level of theory is ωB97M-V with the def2-TZVPD basis set.

Geometry as ORCA input:
```
! wB97M-V def2-TZVPD RIJCOSX def2/J DEFGRID3
* xyz -2 1
Y -0.331 -0.046 0.169
C 0.313 -4.629 5.136
C 0.732 -3.435 4.320
C 0.545 -2.132 4.781
C 0.834 -1.048 3.979
C 1.360 -1.183 2.683
N 1.526 -0.062 1.867
C 2.305 0.912 2.420
C 3.308 0.585 3.375
C 4.156 1.498 3.959
C 4.109 2.843 3.610
C 5.067 3.857 4.175
C 3.171 3.193 2.654
C 2.271 2.294 2.085
N 1.368 2.852 1.124
C 1.125 4.171 0.944
C 0.543 4.336 -0.288
C 0.439 3.038 -0.795
N 0.911 2.148 0.070
C 1.601 -2.498 2.261
C 1.258 -3.594 3.050
N 2.206 -2.769 1.002
C 3.049 -3.794 0.734
C 3.386 -3.704 -0.592
C 2.697 -2.567 -1.048
N 1.994 -2.000 -0.079
H -0.076 -4.319 6.106
H 1.145 -5.315 5.313
H -0.475 -5.190 4.627
H 0.112 -1.967 5.762
H 0.620 -0.042 4.320
H 3.412 -0.455 3.652
H 4.889 1.149 4.681
H 5.546 3.478 5.080
H 4.565 4.791 4.435
H 5.863 4.104 3.465
H 3.158 4.222 2.319
H 1.367 4.893 1.701
H 0.199 5.250 -0.738
H 0.014 2.705 -1.724
H 1.368 -4.588 2.632
H 3.349 -4.477 1.510
H 4.038 -4.356 -1.146
H 2.690 -2.138 -2.037
O -0.879 -4.096 -1.699
C -0.975 -3.054 -1.028
N -0.801 -1.794 -1.410
C -0.488 -1.645 -2.811
C 0.754 -0.827 -3.033
C 1.449 -0.930 -4.236
C 2.584 -0.170 -4.434
C 3.014 0.659 -3.407
C 2.269 0.704 -2.245
N 1.151 -0.004 -2.058
C -1.423 -3.197 0.416
C -2.158 -4.320 0.768
C -2.713 -4.366 2.036
C -2.542 -3.285 2.887
C -1.795 -2.204 2.451
N -1.223 -2.176 1.248
H -1.307 -1.136 -3.343
H -0.361 -2.618 -3.292
H 1.082 -1.605 -4.998
H 3.131 -0.226 -5.367
H 3.901 1.269 -3.500
H 2.570 1.332 -1.417
H -2.275 -5.102 0.033
H -3.303 -5.221 2.347
H -2.996 -3.255 3.869
H -1.669 -1.317 3.058
O -3.505 0.697 2.657
S -2.649 1.091 1.559
O -2.923 2.412 1.003
O -2.651 0.071 0.433
O -1.176 0.995 1.969
N -1.927 1.379 -1.759
C -1.948 2.193 -2.944
C -1.188 1.880 -4.064
C -1.194 2.707 -5.182
C -1.941 3.874 -5.194
C -2.694 4.197 -4.074
C -2.702 3.367 -2.963
S -1.901 4.978 -6.612
O -1.418 4.146 -7.708
O -3.280 5.428 -6.756
O -0.975 6.034 -6.221
H -2.503 0.548 -1.855
H -2.362 1.893 -0.989
H -0.581 0.988 -4.067
H -0.614 2.450 -6.059
H -3.289 5.102 -4.083
H -3.296 3.626 -2.093
*
```

Values from the calculation:
**Energy**: -3398.2883 Eh
**E_LUMO**: 3.797 eV
**HOMO level**: -2.8 eV
**Energy relative to the best compared isomer or geometry (same formula, charge and spin)**: 6.5 kJ/mol
**M**: 897.785 g mol⁻¹
**Frontier orbital gap**: 0.2418 Eh

Repeat the fifth record exactly.
This record from the Open Molecules 2025 dataset describes a structure of composition C38H34N9O8S2Y. The level of theory is ωB97M-V with the def2-TZVPD basis set.

Geometry as ORCA input:
```
! wB97M-V def2-TZVPD RIJCOSX def2/J DEFGRID3
* xyz -2 1
Y -0.331 -0.046 0.169
C 0.313 -4.629 5.136
C 0.732 -3.435 4.320
C 0.545 -2.132 4.781
C 0.834 -1.048 3.979
C 1.360 -1.183 2.683
N 1.526 -0.062 1.867
C 2.305 0.912 2.420
C 3.308 0.585 3.375
C 4.156 1.498 3.959
C 4.109 2.843 3.610
C 5.067 3.857 4.175
C 3.171 3.193 2.654
C 2.271 2.294 2.085
N 1.368 2.852 1.124
C 1.125 4.171 0.944
C 0.543 4.336 -0.288
C 0.439 3.038 -0.795
N 0.911 2.148 0.070
C 1.601 -2.498 2.261
C 1.258 -3.594 3.050
N 2.206 -2.769 1.002
C 3.049 -3.794 0.734
C 3.386 -3.704 -0.592
C 2.697 -2.567 -1.048
N 1.994 -2.000 -0.079
H -0.076 -4.319 6.106
H 1.145 -5.315 5.313
H -0.475 -5.190 4.627
H 0.112 -1.967 5.762
H 0.620 -0.042 4.320
H 3.412 -0.455 3.652
H 4.889 1.149 4.681
H 5.546 3.478 5.080
H 4.565 4.791 4.435
H 5.863 4.104 3.465
H 3.158 4.222 2.319
H 1.367 4.893 1.701
H 0.199 5.250 -0.738
H 0.014 2.705 -1.724
H 1.368 -4.588 2.632
H 3.349 -4.477 1.510
H 4.038 -4.356 -1.146
H 2.690 -2.138 -2.037
O -0.879 -4.096 -1.699
C -0.975 -3.054 -1.028
N -0.801 -1.794 -1.410
C -0.488 -1.645 -2.811
C 0.754 -0.827 -3.033
C 1.449 -0.930 -4.236
C 2.584 -0.170 -4.434
C 3.014 0.659 -3.407
C 2.269 0.704 -2.245
N 1.151 -0.004 -2.058
C -1.423 -3.197 0.416
C -2.158 -4.320 0.768
C -2.713 -4.366 2.036
C -2.542 -3.285 2.887
C -1.795 -2.204 2.451
N -1.223 -2.176 1.248
H -1.307 -1.136 -3.343
H -0.361 -2.618 -3.292
H 1.082 -1.605 -4.998
H 3.131 -0.226 -5.367
H 3.901 1.269 -3.500
H 2.570 1.332 -1.417
H -2.275 -5.102 0.033
H -3.303 -5.221 2.347
H -2.996 -3.255 3.869
H -1.669 -1.317 3.058
O -3.505 0.697 2.657
S -2.649 1.091 1.559
O -2.923 2.412 1.003
O -2.651 0.071 0.433
O -1.176 0.995 1.969
N -1.927 1.379 -1.759
C -1.948 2.193 -2.944
C -1.188 1.880 -4.064
C -1.194 2.707 -5.182
C -1.941 3.874 -5.194
C -2.694 4.197 -4.074
C -2.702 3.367 -2.963
S -1.901 4.978 -6.612
O -1.418 4.146 -7.708
O -3.280 5.428 -6.756
O -0.975 6.034 -6.221
H -2.503 0.548 -1.855
H -2.362 1.893 -0.989
H -0.581 0.988 -4.067
H -0.614 2.450 -6.059
H -3.289 5.102 -4.083
H -3.296 3.626 -2.093
*
```

Values from the calculation:
**Energy**: -3398.2883 Eh
**E_LUMO**: 3.797 eV
**HOMO level**: -2.8 eV
**Energy relative to the best compared isomer or geometry (same formula, charge and spin)**: 6.5 kJ/mol
**M**: 897.785 g mol⁻¹
**Frontier orbital gap**: 0.2418 Eh

The highest energy belongs to which entry? CH3ClO2

Look up the energy of the second one. -650.3670 Eh

Which formula does entry 5 have? C38H34N9O8S2Y